Density functional theory data (ωB97M-V/def2-TZVPD) for a 2-piece molecular cluster, C6H13NO overall.

Structure (XYZ):
```
21
C6H13NO (ωB97M-V/def2-TZVPD)
H 1.20 2.46 0.35
C -0.71 3.32 0.83
O -3.08 -2.30 1.31
H -2.80 -3.11 0.86
H 0.02 2.12 -0.81
H -0.71 4.09 0.06
N 1.40 -1.29 -1.85
C 0.73 -0.32 -1.17
H 1.09 -1.09 0.77
H 2.44 -3.02 -1.94
H -0.35 3.75 1.75
H 2.62 -2.28 -0.34
C -0.04 0.82 0.92
H -1.09 0.48 0.99
H 0.27 0.90 1.96
C 0.14 2.19 0.25
H -3.70 -1.88 0.70
H -1.78 3.08 0.87
C 0.57 -0.32 0.22
C 2.16 -2.17 -1.32
H 0.25 0.38 -1.84
```

Kohn-Sham gap (spin up / spin down), eV: 8.97 / 6.56
Total charge: +1
Spin multiplicity: 2
Energy above the lowest of the compared OMol25 structures with the same formula, charge and spin, kcal per mole: 50.7


Density functional theory data (ωB97M-V/def2-TZVPD) for a 2-piece molecular cluster, C4H12OS2 overall.

Structure (XYZ):
```
19
C4H12OS2 (ωB97M-V/def2-TZVPD)
C 3.34 -2.15 0.26
H -1.91 2.88 -0.55
C -2.62 0.85 -0.34
H 0.39 2.14 -1.46
H -0.06 -1.24 1.44
H -0.91 1.30 -2.28
S 0.88 -0.04 -0.81
H 0.08 -1.36 3.01
C -0.40 1.38 -1.31
H -1.09 2.00 0.71
H -2.23 -0.18 0.00
H 4.01 -2.73 -0.40
H 2.36 -2.61 0.17
H -3.50 1.21 0.25
O -0.60 -1.36 2.29
S 2.97 -0.42 -0.52
H 3.78 -2.03 1.22
C -1.49 1.88 -0.33
H -3.00 0.48 -1.36
```

Kohn-Sham gap, eV: 6.50
Energy above the lowest of the compared OMol25 structures with the same formula, charge and spin, kcal per mole: 80.8


Density functional theory data (ωB97M-V/def2-TZVPD) for C19H34N2O6S5SiTi as an isolated structure.

Structure (XYZ):
```
68
C19H34N2O6S5SiTi (ωB97M-V/def2-TZVPD)
N 2.02 2.48 -1.12
H -2.99 -3.32 -1.81
H 1.09 4.46 -2.77
H -2.29 2.79 1.69
Ti 1.94 0.44 -0.45
H 2.17 -1.53 -2.70
C -4.37 1.00 2.26
C 6.64 -3.07 0.39
C -2.63 -2.39 -1.40
H -3.90 3.34 1.13
H 0.02 1.56 4.24
N 2.14 0.36 -2.52
H 2.31 1.08 2.07
C 1.82 0.28 2.64
O -2.56 0.17 0.97
S 2.45 -1.98 -0.15
S -1.09 1.26 -1.65
O 2.00 3.47 -0.28
H 2.16 -0.68 2.24
C -0.36 1.55 3.18
H -1.10 -4.62 -1.00
H -3.74 1.21 3.15
O 7.62 -3.74 0.50
S 4.95 -3.64 0.22
H 0.24 -3.82 -0.15
C 2.29 1.48 -3.19
H -4.73 -0.03 2.33
C 2.15 2.71 -2.42
C -3.06 2.63 0.92
C -2.29 -3.20 0.85
H 2.72 4.79 -2.37
H -0.29 -0.97 4.02
H -0.04 -3.41 -1.80
H -2.26 -1.79 -2.24
H 2.11 0.39 3.71
H -4.86 -0.13 -0.24
H 1.78 0.91 -5.16
C 2.51 1.53 -4.68
O -0.88 -1.51 0.05
H -4.10 1.14 -1.19
C 0.33 0.37 2.41
H -1.39 -0.93 2.63
C 2.09 4.15 -2.95
C 4.90 -0.92 0.43
H 0.12 -1.86 2.52
C 4.15 -2.03 0.22
H -5.43 1.52 -0.08
Si -1.20 0.12 -0.03
C -3.59 1.18 0.95
C -0.55 -3.68 -0.88
H 2.51 2.54 -5.07
O 2.27 -0.77 -3.29
C -0.35 -0.92 2.91
H -0.13 2.50 2.66
H -5.22 1.67 2.28
H 3.44 1.03 -4.95
S 6.69 -1.29 0.65
O 0.15 0.58 0.96
H -2.62 2.95 -0.04
H -3.48 -1.83 -0.97
H 2.33 4.12 -4.02
H -1.44 1.40 3.19
H -2.88 -4.08 0.55
H -1.52 -3.48 1.59
C -1.60 -2.67 -0.34
H -2.96 -2.44 1.26
C -4.52 0.92 -0.21
S 4.31 0.68 0.32
```

Kohn-Sham gap (spin up / spin down), eV: 4.33 / 5.60
Total charge: -2
Spin multiplicity: 3
Energy above the lowest of the compared OMol25 structures with the same formula, charge and spin, kcal per mole: 20.9


Density functional theory data (ωB97M-V/def2-TZVPD) for an isolated ion of composition C4H7N2O and charge +1.

Structure (XYZ):
```
14
C4H7N2O (ωB97M-V/def2-TZVPD)
C -0.40 -0.14 1.22
H -0.67 -0.89 2.04
H -0.41 -0.48 -2.36
H 1.24 1.45 -0.90
N 1.67 -0.10 0.21
H 1.66 0.09 -1.98
C -1.02 -0.63 -0.18
H -0.05 1.62 1.82
O -0.79 1.11 1.45
C 1.02 0.33 -1.07
C -0.29 -0.17 -1.35
N 1.06 -0.29 1.25
H -1.96 -0.11 -0.04
H -1.06 -1.81 -0.11
```

Kohn-Sham gap, eV: 7.19
Total charge: +1
Energy above the lowest of the compared OMol25 structures with the same formula, charge and spin, kcal per mole: 128.4


Density functional theory data (ωB97M-V/def2-TZVPD) for a 2-piece molecular cluster, C3H3NS overall.

Structure (XYZ):
```
8
C3H3NS (ωB97M-V/def2-TZVPD)
C -1.12 -0.52 -0.41
H 0.85 -1.36 1.46
C -0.62 0.72 -0.43
H 0.35 2.77 -0.45
C -0.06 1.80 -0.44
N 1.14 -1.32 0.48
H 1.64 -0.44 0.36
S -2.16 -1.65 -0.58
```

Kohn-Sham gap (spin up / spin down), eV: 9.01 / 6.18
Energy above the lowest of the compared OMol25 structures with the same formula, charge and spin, kcal per mole: 109.5


Density functional theory data (ωB97M-V/def2-TZVPD) for a 2-piece molecular cluster, C5H13BNO7P overall.

Structure (XYZ):
```
28
C5H13BNO7P (ωB97M-V/def2-TZVPD)
C 0.24 -0.48 -2.60
O 0.88 -0.94 0.65
H 2.50 0.14 2.76
P -1.56 1.54 0.54
H 1.15 1.98 -0.63
O -1.61 0.49 1.70
H -1.89 -0.43 -2.08
H -1.96 -0.37 1.42
H 0.56 -1.01 1.63
O -1.01 -1.56 -0.71
O -3.08 1.73 0.04
O -0.98 2.82 0.88
H 0.90 0.81 2.94
H 1.84 0.40 4.37
O 0.90 -2.99 -0.50
O 1.02 -1.24 3.31
B 0.26 -1.84 -0.14
H 0.76 -1.41 -2.81
C 1.20 0.53 -2.05
C -0.93 -0.49 -1.57
H -1.22 1.56 -1.73
H -3.33 1.01 -0.55
C -0.73 0.92 -0.98
N 0.67 1.26 -1.16
H 1.81 -2.89 -0.21
H -0.19 -0.10 -3.53
C 1.57 0.00 3.37
H 2.23 0.57 -2.35
```

Kohn-Sham gap, eV: 3.90


Density functional theory data (ωB97M-V/def2-TZVPD) for C25H31MnN2O as an isolated structure.

Structure (XYZ):
```
60
C25H31MnN2O (ωB97M-V/def2-TZVPD)
C 1.07 -1.70 0.91
C -2.57 -0.22 0.54
H -1.53 4.09 1.92
C 0.11 2.53 1.96
C -2.64 1.73 -0.76
C -1.85 5.14 -0.80
N 1.38 -2.84 0.17
O 0.95 -0.55 0.41
H -2.64 4.88 -1.51
H 0.51 -4.73 -1.54
H 0.39 5.33 0.55
C 1.35 -3.96 -3.38
C 1.97 -2.87 -4.01
H 0.97 0.57 2.67
C -0.38 4.03 -2.56
H -1.88 6.23 -0.65
H 0.43 3.29 -2.54
H 2.50 -0.92 -1.24
H 0.68 -1.55 3.08
N 1.45 -3.91 0.99
Mn -1.24 1.34 0.79
C -3.24 1.07 0.37
C -0.54 4.68 -1.25
C -1.69 0.83 -1.35
C 0.93 -2.18 2.25
H -1.21 0.95 -2.32
H -2.95 2.69 -1.17
H 0.99 3.09 1.66
C -1.65 -0.37 -0.56
H 1.08 -3.94 4.31
H 2.82 -0.89 -3.70
C -1.26 0.85 2.84
H -1.12 -1.28 -0.82
C 0.66 4.99 -0.45
H 2.17 -5.79 1.43
H 0.63 -5.31 3.30
C 1.58 -2.87 -1.23
C -2.07 2.02 2.61
C 1.91 -5.20 0.55
C 2.20 -1.77 -1.85
H 2.13 -2.87 -5.09
H 1.13 -5.76 0.01
H -3.12 2.14 2.89
C 1.09 -3.93 -2.01
H -1.30 3.53 -2.88
C 0.09 1.19 2.49
H 2.34 -4.86 3.49
H -4.08 1.44 0.95
H 1.03 -4.83 -3.97
H -0.12 4.76 -3.36
C 1.32 -4.47 3.39
H -1.60 -0.08 3.29
H 2.81 -5.13 -0.09
H 1.31 4.11 -0.35
C 1.22 -3.52 2.26
C 2.37 -1.76 -3.24
H -2.78 -0.97 1.30
C -1.23 3.05 2.07
H -2.13 4.70 0.18
H 1.28 5.77 -0.91
```

Kohn-Sham gap (spin up / spin down), eV: 5.88 / 7.54
Total charge: +1
Spin multiplicity: 4


Density functional theory data (ωB97M-V/def2-TZVPD) for a 2-piece molecular cluster, C5H14 overall.

Structure (XYZ):
```
19
C5H14 (ωB97M-V/def2-TZVPD)
H -2.67 0.00 0.79
H -0.23 -1.49 2.68
C -0.51 0.01 1.12
H 1.35 -1.67 -1.96
H -0.32 -0.82 0.44
H -2.03 1.47 1.48
C 1.71 0.51 -1.77
H 2.17 0.20 -0.83
H -1.77 1.12 -0.27
H 1.17 -0.86 -3.46
H -1.47 -0.20 3.08
H 0.27 0.09 3.12
C -1.83 0.70 0.74
C -0.52 -0.44 2.61
C 1.01 -0.72 -2.38
H 2.47 0.87 -2.44
H 0.96 1.25 -1.58
H -0.08 -0.75 -2.31
H 0.30 0.71 0.94
```

Kohn-Sham gap (spin up / spin down), eV: 2.62 / 11.92
Total charge: -1
Spin multiplicity: 2
Energy above the lowest of the compared OMol25 structures with the same formula, charge and spin, kcal per mole: 7.2


Density functional theory data (ωB97M-V/def2-TZVPD) for a 7-piece molecular cluster, C24H39N9OP overall.

Structure (XYZ):
```
74
C24H39N9OP (ωB97M-V/def2-TZVPD)
H -5.26 4.60 2.43
C -0.94 1.23 0.15
H -4.89 3.05 1.69
H 3.17 -4.77 -4.19
H 3.02 -5.53 3.14
C 1.46 1.58 -3.75
C -3.03 2.06 -1.10
C 3.65 -3.87 -3.79
C 2.33 -4.98 2.51
H 5.85 -6.97 -0.02
H 2.47 -5.32 1.49
C 5.04 -6.98 1.93
H -1.15 -1.96 0.49
H -1.12 1.33 1.22
N -6.17 0.66 1.29
N 2.57 0.93 -4.07
H 3.06 0.29 0.37
H -3.92 8.44 2.21
H -1.59 -1.54 -1.22
H 4.61 -3.77 -4.28
O -2.42 0.84 -1.80
H 1.44 2.88 -0.38
H 1.14 2.39 -4.40
H -2.30 2.71 -1.58
H 3.04 -3.01 -4.08
H -4.30 3.42 3.30
H 3.87 -0.55 -3.48
H -2.98 0.21 0.17
C -5.76 7.55 2.75
C 2.53 -3.54 2.62
C -4.48 3.84 2.32
H 1.32 -5.26 2.81
C -6.20 -0.22 0.55
N 1.14 -0.42 1.09
C 2.11 1.92 1.46
N 2.71 -2.41 2.71
C 5.74 -6.31 0.84
H -4.04 1.91 -1.47
H 2.86 2.23 2.19
H 2.64 3.83 0.47
C -2.34 0.88 -0.41
C 2.30 -0.43 -2.08
C -6.24 -1.34 -0.38
N 3.92 -4.02 -1.21
P 0.19 -0.14 -0.25
C 2.95 -0.02 -3.23
N 4.46 -7.48 2.78
C 0.76 1.27 -2.60
H 3.16 2.34 -0.38
H 0.90 -2.90 -0.39
N -2.30 4.84 1.30
C 3.80 -3.96 -2.35
N 0.10 -2.77 -1.00
H 5.19 -5.42 0.51
H -0.15 1.83 -2.39
H 6.73 -5.99 1.15
H -5.35 9.28 1.62
C 2.36 2.81 0.21
H -4.84 7.77 0.86
H 2.68 -1.23 -1.46
H -6.63 -2.24 0.10
C -4.93 8.30 1.82
H 1.34 -1.41 1.22
H 1.13 2.11 1.90
C 2.36 0.41 1.21
C -3.26 4.40 1.75
C 1.13 0.26 -1.73
N -6.42 6.96 3.48
H -5.24 -1.57 -0.75
H 2.89 0.03 2.08
H -6.87 -1.12 -1.23
C -0.78 -1.70 -0.51
H 0.47 -2.46 -1.90
H -0.69 2.18 -0.33
```

Kohn-Sham gap, eV: 9.88
Total charge: +1


Density functional theory data (ωB97M-V/def2-TZVPD) for C23H53AlN4O4P as an isolated structure.

Structure (XYZ):
```
86
C23H53AlN4O4P (ωB97M-V/def2-TZVPD)
H 1.71 -7.10 4.04
C 2.51 -5.10 3.74
O -0.73 2.87 -4.79
C 1.48 -6.07 4.34
C 2.69 -4.76 6.98
N -1.90 0.18 -1.51
C 2.09 0.31 0.48
H -1.96 0.87 -4.01
C 1.98 -4.64 2.39
N 2.69 -3.88 4.60
H 0.48 -5.83 3.96
H 3.16 -4.56 7.94
Al -1.46 1.04 0.13
C -2.38 0.88 -5.02
H -4.68 4.54 -3.45
C 1.76 1.68 1.07
H 2.69 -5.84 6.84
H 5.43 -4.01 5.03
H -2.07 4.66 -7.77
C -0.59 5.35 -5.48
H 2.70 -4.05 1.84
H 1.75 2.50 -0.90
H 4.13 -6.75 5.46
H -0.45 2.79 -1.33
H 4.19 -2.64 7.38
H 1.74 -5.54 1.81
C -4.12 4.25 -4.34
H -0.76 3.54 0.21
H -4.68 2.15 -4.22
H -2.86 0.33 -1.81
H 1.66 -4.41 7.04
N -3.83 1.11 2.57
H 1.07 1.56 1.91
H -4.18 3.62 2.01
P -3.54 1.77 1.17
C -0.32 2.65 -0.25
H 2.68 2.12 1.48
C 1.20 2.67 0.04
H -0.12 5.15 -4.52
H -0.86 -0.07 1.11
H -4.72 1.92 -6.52
H -1.83 -0.82 -1.35
C 4.64 -6.00 4.85
C -3.67 2.13 -6.72
C 2.07 -0.84 1.48
H -3.92 1.76 3.33
C -2.89 2.26 -5.40
H -0.73 6.43 -5.59
H 4.32 -2.00 5.74
O 3.01 -2.85 3.93
C 3.88 -5.76 3.55
N -1.71 3.19 -5.54
C 3.46 -3.99 5.89
C 4.80 -4.68 5.61
H 3.09 0.36 0.04
O -4.81 1.44 0.18
H -3.08 6.14 -4.53
H 2.75 -2.05 6.53
H -4.48 1.21 -0.69
H 3.73 -6.70 3.01
H 1.49 3.68 0.35
H 0.08 5.01 -6.27
C -2.58 5.13 -6.92
H 3.04 -0.96 1.98
O -3.62 3.41 1.27
H -3.24 2.59 -3.31
C -2.84 5.08 -4.42
H -2.46 6.21 -7.01
H -3.27 1.30 -7.30
H 1.41 -6.05 5.42
H -3.62 3.01 -7.36
H 5.30 -4.85 6.57
H -2.28 4.97 -3.49
H 1.40 0.11 -0.35
H 1.83 -1.78 0.98
C -3.77 2.77 -4.25
H -1.62 0.53 -5.72
H 5.63 -6.40 4.62
H -4.78 4.44 -5.19
H -3.64 4.92 -6.99
H 4.48 -5.12 2.90
H 1.32 -0.70 2.26
H -3.22 0.19 -5.04
C 3.69 -2.58 6.41
H 1.07 -4.05 2.51
C -1.95 4.67 -5.60
```

Kohn-Sham gap (spin up / spin down), eV: 6.48 / 6.48
Total charge: -1
Spin multiplicity: 3
Energy above the lowest of the compared OMol25 structures with the same formula, charge and spin, kcal per mole: 5.1


Density functional theory data (ωB97M-V/def2-TZVPD) for C22H24N4O5 in the gas phase.

Structure (XYZ):
```
55
C22H24N4O5 (ωB97M-V/def2-TZVPD)
N 3.45 0.44 0.32
C 2.32 -3.52 0.45
C -3.52 1.19 -0.72
H 1.65 -4.95 -0.99
H -5.33 1.78 -2.66
C -2.28 0.75 -0.23
O -3.48 2.05 -1.77
C -5.91 -1.41 2.52
N -0.56 -1.06 -1.73
C -2.26 -0.14 0.83
C 4.19 -0.60 -0.18
H 0.79 1.42 2.03
N 3.84 -1.81 -0.07
O 1.67 -1.25 -2.02
H -5.23 3.13 -1.49
H -0.18 1.15 -0.16
H -3.36 -1.29 2.24
C 1.77 -3.87 -0.93
O -5.87 -0.52 1.43
H -1.38 -1.47 -1.31
C -0.66 0.33 -2.09
H -5.40 -0.99 3.40
C -4.69 0.74 -0.13
H -5.46 -2.38 2.27
C -4.65 -0.16 0.94
C 2.57 2.35 1.05
C -3.42 -0.60 1.42
C 0.44 -3.18 -1.22
C -4.69 2.57 -2.26
H 4.16 4.99 0.40
C -1.00 1.21 -0.88
C 3.64 1.78 0.35
H -1.44 0.45 -2.85
H -1.31 -0.49 1.20
H -6.96 -1.55 2.75
H -0.08 -3.70 -2.03
C 2.26 0.16 0.99
O 2.72 3.69 1.11
C 4.49 2.85 -0.03
H -4.41 3.25 -3.07
H -5.66 1.06 -0.47
C 3.87 3.96 0.46
H -0.20 -3.20 -0.34
O 0.73 -1.55 1.55
H 2.50 -3.56 -1.68
H 3.22 -4.10 0.66
C 1.79 -1.20 1.06
C 0.61 -1.73 -1.68
H 0.30 0.63 -2.52
H 5.12 -0.38 -0.68
H 5.41 2.81 -0.58
H 1.56 -3.70 1.23
N 2.68 -2.12 0.54
C 1.69 1.34 1.46
H -1.11 2.24 -1.22
```

Kohn-Sham gap, eV: 8.74
Energy above the lowest of the compared OMol25 structures with the same formula, charge and spin, kcal per mole: 49.7


Density functional theory data (ωB97M-V/def2-TZVPD) for a 7-piece molecular cluster, ClH12O6 overall.

Structure (XYZ):
```
19
ClH12O6 (ωB97M-V/def2-TZVPD)
H 1.38 -5.29 2.86
H -3.43 3.44 -1.08
H 4.36 -1.15 0.23
O 5.24 -1.41 -0.03
O -1.77 -4.23 -2.93
O -4.13 4.06 -1.27
H -1.41 -4.43 -3.79
H 5.11 -2.04 -0.73
H -1.45 -3.35 -2.73
O -3.19 1.89 4.29
H 2.63 5.20 -2.66
H -2.42 1.77 3.74
H 0.63 -3.99 2.68
O 0.71 -4.74 3.26
H -3.89 1.42 3.83
O 3.24 4.87 -2.00
H 2.84 4.05 -1.69
H -4.75 3.56 -1.80
Cl 0.30 0.39 -0.18
```

Kohn-Sham gap, eV: 7.27
Total charge: -1
Energy above the lowest of the compared OMol25 structures with the same formula, charge and spin, kcal per mole: 46.3


Table of calculated total energy (eV), in record order: -9960.1592; -28057.3638; -120695.3564; -9277.2240; -15479.0069; -31185.2546; -62766.2402; -5410.1957; -50258.4238; -54747.5046; -39400.5332; -25004.3279
Table of largest force on an atom (eV Å⁻¹), in record order: 1.38; 4.54; 2.28; 4.01; 1.42; 2.00; 1.50; 1.43; 4.00; 0.71; 1.69; 0.43